No. 1
11
Properties=species:S:1:pos:R:3 method="wB97M-V/def2-TZVPD" homo_ha=-0.3236 smiles=c1nc2occc2o1 total_energy_ev=-10814.604 gap_ev=9.3 charge=0 lumo_energy_ha=0.0172
O 1.46 0.91 -0.02
O -1.05 -1.29 0.02
N 1.40 -1.33 0.07
C 0.22 -0.79 0.01
C -1.99 -0.27 -0.08
C 2.23 -0.35 -0.17
C 0.22 0.54 0.05
C -1.23 0.92 -0.03
H 3.22 0.02 0.08
H -1.44 2.18 0.31
H -3.02 -0.54 -0.25



No. 2
36
Properties=species:S:1:pos:R:3 method="wB97M-V/def2-TZVPD" homo_ha="-0.2337 / -0.2750" total_energy_ev=-293372.993 gap_ev="6.5 / 5.5" multiplicity=5 charge=0 s_squared=6.026 lumo_energy_ha="0.0045 / -0.0738"
Pt -0.74 -0.41 0.27
Sb -2.31 -1.07 3.67
Se 0.05 -2.30 1.81
Se -4.54 -0.46 4.68
Se -3.14 -3.31 2.89
Se -2.79 0.05 1.37
F 2.04 -0.22 1.32
F 0.59 0.32 2.98
N 0.80 -1.31 -1.25
N -0.55 5.36 -2.51
N -0.45 1.52 -0.90
C -1.39 -3.51 -3.26
C -0.53 4.11 -1.97
C 0.23 3.81 -0.84
C -1.17 1.80 -1.99
C 0.14 -1.22 -3.60
C 0.11 -1.86 -2.37
C 0.24 2.53 -0.34
C -1.37 -2.87 -4.50
C -1.24 3.05 -2.56
C -0.60 -1.73 -4.66
C -0.66 -3.01 -2.20
B 0.89 -0.53 1.97
H -1.84 3.21 -3.44
H -0.15 6.12 -2.00
H 0.82 2.28 0.54
H 0.81 4.58 -0.34
H -0.58 -1.23 -5.62
H -0.69 -3.49 -1.23
H 0.74 -0.33 -3.73
H -1.72 0.97 -2.42
H 1.26 -2.01 -0.68
H -1.21 5.58 -3.23
H 1.47 -0.60 -1.52
H -1.98 -4.41 -3.13
H -1.94 -3.27 -5.32



No. 3
96
Properties=species:S:1:pos:R:3 method="wB97M-V/def2-TZVPD" homo_ha=-0.3314 smiles=CC(C)O.CC(C)O.CC(C)O.CC(C)O.CC(C)O.CC(C)O.CC(C)O.CO.CO total_energy_ev=-43314.604 gap_ev=9.3 charge=0 lumo_energy_ha=0.0092
O 2.59 0.30 -4.73
O -2.19 2.13 2.09
O 2.28 1.27 0.41
O -0.53 0.96 0.19
O -5.86 -0.04 2.93
O 4.43 -0.96 -0.30
O -1.38 -3.68 3.94
O -4.66 1.65 1.06
O 1.27 -1.57 -6.17
C -0.97 -0.24 -0.38
C 2.45 1.01 2.67
C -2.98 4.08 3.18
C -0.74 4.00 1.96
C -0.12 -1.63 -5.78
C 0.11 -1.91 3.06
C -3.99 -1.51 2.34
C -0.72 -0.26 -6.18
C -5.64 -2.00 4.28
C 0.40 -4.32 2.79
C -2.17 3.55 2.00
C 2.38 1.50 -4.02
C -0.63 -3.25 2.89
C 3.77 -1.85 -1.17
C -4.87 2.20 -0.25
C 2.68 1.37 -2.54
C -0.13 -1.84 -4.25
C 4.15 2.41 1.38
C 2.56 -2.39 -0.48
C -4.90 -0.94 3.45
C 3.25 2.55 -4.67
C 4.76 -3.01 -1.37
C 2.68 2.02 1.53
H 5.67 -2.63 -1.84
H 3.72 1.18 -2.32
H 3.07 2.61 -5.74
H -0.37 3.94 0.94
H 1.67 -0.89 -5.61
H -3.24 -2.20 2.74
H -0.68 -2.45 -6.24
H -3.43 -0.79 1.75
H -2.72 3.84 1.10
H 2.05 2.90 1.68
H -1.71 -4.51 3.60
H 4.51 2.82 2.32
H -4.93 -2.79 4.54
H 2.01 -3.05 -1.14
H -0.64 -1.12 3.01
H 0.41 0.86 0.37
H 4.78 1.53 1.24
H 4.29 3.07 0.53
H 1.37 0.81 2.71
H 1.08 -4.28 3.64
H -4.02 1.99 -0.89
H 2.73 1.56 3.57
H -1.81 1.77 1.29
H -4.55 -2.08 1.60
H 0.58 -1.89 4.04
H 3.50 0.37 -5.03
H -2.00 -0.01 -0.66
H 2.83 0.50 0.26
H -0.92 -0.11 -7.25
H 5.02 -3.46 -0.42
H -0.15 3.41 2.66
H -0.45 -0.41 -1.32
H 3.21 3.53 -4.20
H -0.61 5.05 2.19
H -1.63 -0.11 -5.61
H 3.56 -1.42 -2.16
H 4.36 -3.81 -1.99
H 1.95 -1.53 -0.20
H -0.95 -1.12 0.26
H -5.05 3.28 -0.25
H -3.79 1.85 1.40
H 0.90 -1.75 2.33
H 1.32 1.70 -4.17
H -4.28 -0.38 4.15
H 0.31 -0.97 -3.77
H -5.79 1.78 -0.64
H 2.11 0.61 -2.02
H -6.42 -2.39 3.63
H -5.51 0.48 2.20
H 0.53 -2.66 -3.99
H -2.59 3.61 4.08
H -0.07 -5.30 2.72
H -1.17 -1.91 -3.94
H -0.03 0.54 -5.91
H 2.78 -3.03 0.38
H -1.16 -3.30 1.94
H 3.09 0.13 2.58
H 5.23 -0.76 -0.79
H 4.31 2.32 -4.57
H -6.00 -1.65 5.25
H 2.45 2.33 -2.07
H -4.04 3.87 3.02
H 0.95 -4.24 1.85
H -2.94 5.16 3.27



No. 4
82
Properties=species:S:1:pos:R:3 method="wB97M-V/def2-TZVPD" homo_ha="-0.7199 / -0.7202" total_energy_ev=-57587.363 gap_ev="3.8 / 3.9" charge=+4 lumo_energy_ha="-0.5792 / -0.5777"
Pb -0.09 -0.37 -0.12
P 2.28 -0.99 1.00
P -2.22 0.87 -1.28
O 1.07 3.17 0.29
O 1.50 -0.15 -3.22
N -2.32 -0.71 3.35
N -0.97 1.15 2.89
C -1.89 2.12 -2.59
C -3.14 2.98 -2.80
C 3.83 0.40 -0.92
C -3.44 1.60 -0.09
C -1.83 0.51 3.66
C -0.70 3.03 4.28
C -0.40 2.31 3.15
C 3.71 -3.38 1.00
C -2.29 1.15 4.84
C 4.14 1.08 1.47
C 2.44 -2.83 -1.13
C -4.37 -0.20 -2.67
C -1.71 2.40 5.13
C 1.74 0.14 3.53
C 3.83 -0.09 0.53
C 0.68 2.06 0.23
C 2.46 -2.73 0.40
C -2.83 2.79 0.67
C 1.43 -2.36 3.31
C -2.12 -1.36 -3.01
C -4.00 0.53 0.87
C 2.26 -1.13 2.86
C 0.91 -0.18 -2.21
C -1.37 1.51 -3.90
C -3.04 -0.60 -2.03
H -4.07 2.39 -2.73
H 0.52 -2.55 2.70
H -3.03 -1.19 3.94
H -1.94 -1.26 2.58
H -0.70 0.65 -3.78
H 1.51 -2.47 -1.59
H 3.51 -4.47 1.06
H -3.10 3.40 -3.82
H 4.58 -0.89 0.66
H -5.02 0.36 -1.98
H 1.09 -2.21 4.34
H -3.18 3.80 -2.07
H -4.31 0.99 1.83
H 0.69 0.00 3.82
H 5.12 1.47 1.16
H 2.54 -3.90 -1.39
H -2.35 3.54 0.01
H -0.15 3.99 4.46
H -3.29 -0.27 1.14
H -3.23 -1.25 -1.16
H -4.27 1.97 -0.72
H -2.42 -2.42 -3.01
H 3.42 1.91 1.38
H 0.34 2.52 2.44
H 3.46 -0.32 -1.66
H 4.21 0.77 2.52
H -2.10 2.46 1.41
H 1.56 -3.23 0.79
H 3.96 -3.04 2.01
H -4.21 0.37 -3.60
H 4.88 0.61 -1.17
H 1.81 1.04 2.90
H -4.89 -1.13 -2.93
H -0.34 0.08 1.75
H -2.21 1.26 -4.57
H -4.88 0.04 0.43
H 4.57 -3.23 0.34
H -1.16 0.21 1.14
H 3.29 -2.30 -1.58
H 2.05 -3.26 3.30
H -3.08 0.63 5.49
H -0.76 2.29 -4.39
H -1.05 -1.33 -2.75
H 3.27 1.34 -1.04
H -2.25 -0.97 -4.03
H 2.26 0.37 4.48
H -3.65 3.29 1.22
H -1.97 2.99 6.06
H -1.07 2.71 -2.14
H 3.33 -1.25 3.12



No. 5
20
Properties=species:S:1:pos:R:3 method="wB97M-V/def2-TZVPD" homo_ha=-0.5838 total_energy_ev=-45401.548 gap_ev=6.4 charge=+2 lumo_energy_ha=-0.3490
Ta 0.87 -0.22 0.84
S 2.16 0.32 2.83
S 3.05 -2.27 4.09
S 1.45 -2.33 1.59
O -0.94 -0.63 3.21
N 0.45 0.42 -1.17
N 0.30 1.53 -3.03
C -2.51 0.04 1.44
C 0.35 0.19 -3.39
C 2.30 -1.43 3.00
C 0.45 -0.50 -2.24
C -1.23 -0.30 2.13
C 0.37 1.64 -1.72
H 0.34 2.58 -1.19
H -3.33 0.02 2.17
H -2.44 1.03 0.99
H -2.70 -0.70 0.65
H 0.32 -0.13 -4.42
H 0.24 2.31 -3.68
H 0.50 -1.57 -2.10



No. 6
16
Properties=species:S:1:pos:R:3 method="wB97M-V/def2-TZVPD" homo_ha=-0.1850 total_energy_ev=-18502.597 gap_ev=8.2 charge=-1 lumo_energy_ha=0.1176
I 29.28 25.25 32.68
O 29.16 21.59 32.97
O 31.81 28.12 32.99
O 27.08 26.11 35.39
O 28.28 27.74 29.99
O 30.74 24.61 29.50
H 28.34 27.05 30.58
H 29.75 20.95 33.03
H 27.57 26.47 34.54
H 29.27 22.60 33.13
H 31.41 28.43 32.16
H 26.68 25.32 35.35
H 30.20 24.57 30.28
H 28.72 27.70 29.07
H 31.36 25.32 29.45
H 31.42 27.30 33.14



No. 7
129
Properties=species:S:1:pos:R:3 method="wB97M-V/def2-TZVPD" homo_ha="-0.4646 / -0.4642" total_energy_ev=-128039.023 gap_ev="7.2 / 5.4" multiplicity=2 charge=+2 s_squared=0.764 lumo_energy_ha="-0.2009 / -0.2646"
Ir 0.49 -0.26 -0.66
Cl -3.80 4.94 -6.59
S -1.80 -1.21 -1.68
P 1.04 -2.71 -1.28
P -0.80 -0.73 1.43
O -0.72 1.04 -2.08
O -2.61 -0.52 -2.69
O 0.70 2.81 -2.19
N -1.06 5.53 1.62
N 3.50 -0.25 -0.09
N 1.68 0.12 -2.35
N 0.56 1.67 0.21
N -2.42 5.38 1.64
N 2.87 0.77 -2.34
N -2.86 5.77 2.77
N 2.25 -0.60 0.30
N 0.28 3.82 0.48
C 0.66 6.88 4.59
C 0.37 1.09 3.13
C 0.64 6.38 3.31
C -0.43 -2.85 4.96
C 1.82 -5.43 1.69
C 1.62 3.57 0.69
C -2.22 -4.39 -4.04
C 0.80 -6.36 1.54
C 3.11 1.25 -3.55
C -0.52 7.03 5.36
C -0.84 0.72 2.53
C -1.76 6.70 4.85
C -1.82 2.56 0.07
C -4.23 -1.72 -0.63
C -0.19 -3.26 -2.49
C -0.87 -4.11 4.59
C 4.37 -0.72 0.80
C 2.37 -1.30 1.46
C -0.63 -2.08 2.68
C -2.09 2.12 -4.35
C 2.08 0.89 -4.41
C -0.31 5.16 0.46
C -0.77 2.78 4.39
C -1.19 -4.36 3.27
C -1.09 4.22 -3.76
C -5.17 -1.79 0.38
C 0.86 -4.08 -0.07
C -2.50 -3.31 -3.24
C 4.34 -4.83 -2.45
C -0.30 2.23 -2.55
C 3.32 -2.30 -2.94
C -3.49 -1.21 2.00
C 0.40 2.11 4.06
C 3.70 -1.38 1.82
C 4.49 -2.71 -3.55
C -2.00 1.41 2.84
C -2.89 2.76 -5.29
C 3.17 -4.43 -1.83
C -0.18 -5.00 -0.19
C 1.85 -4.31 0.88
C -1.06 -3.35 2.32
C 5.01 -3.97 -3.31
C -1.20 2.84 -3.58
C -2.80 4.13 -5.43
C -0.92 -4.90 -4.11
C -1.79 6.20 3.54
C -1.90 4.87 -4.68
C 0.09 -4.33 -3.34
C -0.32 -1.83 4.02
C -4.79 -1.54 1.70
C -1.96 2.44 3.77
C -0.34 2.66 0.21
C 1.78 2.24 0.55
C -0.63 6.04 2.81
C -1.49 -2.77 -2.45
C 2.64 -3.15 -2.05
C 1.21 0.19 -3.61
C -2.53 -1.11 0.99
C -0.20 -6.14 0.60
C -2.91 -1.42 -0.31
B 3.96 0.69 -1.25
H 2.32 4.35 0.91
H 4.03 1.79 -3.74
H 1.54 6.27 2.73
H -1.55 -5.33 2.97
H -1.36 -3.55 1.30
H -0.97 5.24 -0.40
H -0.99 -6.87 0.47
H 1.29 0.56 2.89
H -1.83 5.94 -4.81
H -0.69 -5.72 -4.76
H 5.93 -4.29 -3.79
H -2.18 1.05 -4.22
H -0.19 -2.64 6.00
H -2.94 1.15 2.39
H 0.29 -0.29 -3.88
H -2.13 1.52 0.04
H 1.33 2.37 4.54
H -2.30 3.07 0.90
H -6.20 -2.03 0.15
H -3.20 -1.03 3.03
H 2.92 -1.34 -3.17
H 4.96 0.19 -1.71
H -0.45 7.42 6.36
H -2.88 2.97 4.02
H 1.52 -1.70 1.96
H -0.98 -4.87 -0.91
H 2.69 1.68 0.66
H 1.99 1.09 -5.46
H -2.67 6.83 5.42
H -0.98 -4.88 5.34
H -2.17 3.05 -0.84
H -3.00 -4.83 -4.65
H 0.79 -7.26 2.14
H -0.36 4.78 -3.19
H 2.70 -3.64 0.95
H 4.12 -1.87 2.68
H 1.09 -4.73 -3.40
H 4.73 -5.83 -2.27
H 2.60 -5.60 2.41
H -5.53 -1.60 2.49
H 0.51 5.85 0.35
H 2.67 -5.14 -1.18
H -4.52 -1.89 -1.65
H -0.75 3.57 5.13
H 5.42 -0.53 0.66
H 1.60 7.17 5.03
H 0.00 -0.86 4.36
H -3.59 2.20 -5.89
H -3.49 -2.86 -3.25
H 4.23 1.79 -0.83
H 5.00 -2.03 -4.23



No. 8
15
Properties=species:S:1:pos:R:3 method="wB97M-V/def2-TZVPD" homo_ha=-0.3517 total_energy_ev=-33064.496 gap_ev=9.8 charge=0 lumo_energy_ha=0.0094
S 1.78 -0.38 0.16
S -0.44 1.13 0.16
O 2.23 0.25 -1.03
O -0.04 2.17 -0.80
O 2.77 -0.99 0.93
O 0.98 0.61 1.02
C -1.77 1.32 1.10
C 0.40 -1.47 -0.30
C -0.58 -0.42 -0.79
H -0.51 0.07 -1.82
H 0.82 -2.05 -1.19
H -2.24 0.44 1.37
H -0.01 -2.19 0.42
H -1.75 2.16 1.65
H -1.63 -0.63 -0.89



No. 9
17
Properties=species:S:1:pos:R:3 method="wB97M-V/def2-TZVPD" homo_ha=-0.3419 smiles=C#CC1(CC)CC1 total_energy_ev=-7418.638 gap_ev=10.4 charge=0 lumo_energy_ha=0.0421
C 0.64 -1.11 -0.76
C 0.12 -0.37 2.05
C 0.27 0.69 0.96
C 0.03 0.16 -0.45
C 1.13 -2.18 -1.01
C -1.30 0.45 -1.12
C -0.07 1.18 -1.56
H 0.88 -1.15 1.94
H 1.27 1.13 1.01
H -1.70 -0.32 -1.78
H -0.86 -0.85 2.02
H 0.37 0.93 -2.52
H 1.55 -3.14 -1.23
H 0.03 2.22 -1.27
H -0.44 1.51 1.14
H 0.25 0.08 3.04
H -2.05 0.99 -0.54



No. 10
23
Properties=species:S:1:pos:R:3 method="wB97M-V/def2-TZVPD" homo_ha="-0.5335 / -0.5335" total_energy_ev=-9550.749 gap_ev="10.1 / 6.3" multiplicity=2 charge=+1 s_squared=0.768 lumo_energy_ha="-0.1611 / -0.3019"
C 3.18 2.06 -1.54
C -1.34 -1.87 0.27
C 3.29 0.75 -0.72
C -0.98 0.94 0.39
C -3.70 -1.65 1.22
C -2.39 -1.09 0.75
C 0.11 0.11 0.25
C -2.22 0.35 0.64
C -0.10 -1.30 0.04
H 2.12 2.26 -1.64
H 3.13 1.02 0.32
H 3.51 1.92 -2.57
H 2.80 -0.06 -1.24
H -0.98 2.02 0.36
H 1.11 0.54 0.31
H -4.47 -0.88 1.15
H 3.81 2.82 -1.09
H -3.10 0.89 0.99
H -3.48 -2.00 2.23
H -1.41 -2.95 0.33
H -4.02 -2.42 0.52
H 0.77 -1.89 -0.19
H 4.34 0.42 -0.79